Formula: C11H15N
Source: OMol25
Level of theory: ωB97M-V with the def2-TZVPD basis set

Summary:
spin multiplicity = 2
LUMO energy (alpha / beta) = 3.89 / 3.84 eV
total energy = -482.85174 hartree
charge = -1
E_HOMO (alpha / beta) = 0.577 / -2.896 eV

Atoms and positions in Å:
C 0.545 -3.258 -1.228
C -1.452 -0.565 0.382
C -0.529 -1.033 -0.597
C -0.331 -2.420 -0.383
C -1.124 -2.793 0.692
C -1.900 0.766 0.389
C -1.504 1.639 -0.622
C -0.121 -0.108 -1.625
C -0.562 1.209 -1.602
N -1.888 -1.679 1.094
H -2.148 -1.572 2.065
H -2.532 1.108 1.206
H -0.880 -3.622 1.343
H -1.693 2.702 -0.705
H 0.530 -0.537 -2.382
H 1.380 -3.811 -0.766
H 0.954 -2.667 -2.045
H -0.360 1.911 -2.401
H 0.014 -4.149 -1.612
C 1.057 2.202 1.452
C 2.336 2.543 0.696
H 0.310 3.000 1.462
H 0.496 1.316 1.167
H 1.351 2.033 2.495
H 3.107 1.875 1.077
H 2.284 2.342 -0.378
H 2.658 3.567 0.827

=====

Formula: C68H84ClF2N4O7S3
Source: OMol25
Level of theory: ωB97M-V with the def2-TZVPD basis set

Summary:
spin multiplicity = 1
LUMO energy = -5.21 eV
total energy = -5240.61118 hartree
charge = +1
E_HOMO = -10.077 eV

Atoms and positions in Å:
C -3.541 -0.335 -6.392
C -2.412 -1.496 -6.225
C -1.276 -1.283 -5.085
C -1.630 -0.896 -3.543
Cl -3.341 -0.532 -2.992
C -1.367 -2.378 -2.809
C -1.945 -2.490 -1.289
C -0.872 -3.475 -0.467
S -1.291 -3.701 1.342
C -1.586 -2.018 2.156
S -3.248 -1.527 2.224
N -0.503 -1.107 2.696
C 0.888 -1.538 2.287
C 1.959 -0.260 2.392
C -0.605 -0.946 4.218
C -1.506 0.381 4.587
C -0.347 0.085 -3.082
C -1.000 1.174 -2.071
C -0.002 2.208 -1.297
N -0.666 3.339 -0.548
C 0.292 3.920 0.464
C -0.340 4.230 1.942
C -2.017 3.003 0.012
C -3.277 4.004 -0.444
O -2.347 1.990 0.815
N 0.645 0.454 -4.210
C 1.871 -0.325 -3.677
C 2.575 0.391 -2.347
O 2.374 -0.200 -1.137
O 3.397 1.600 -2.352
C 4.120 1.809 -1.088
C 5.331 0.884 -0.483
O 3.772 2.916 -0.376
N 1.074 1.733 -4.370
C 2.068 1.995 -5.465
O 3.423 1.937 -5.354
F 1.628 2.494 -6.824
C 0.066 2.808 -4.629
O -1.237 2.714 -4.871
F 0.599 4.224 -4.578
C 0.055 -0.322 -5.407
O -0.441 0.388 -6.589
S 1.119 -1.619 -6.302
H -3.148 0.658 -5.914
H -4.484 -0.666 -5.762
H -3.890 -0.146 -7.514
H -2.991 -2.507 -5.974
H -1.918 -1.681 -7.286
H -0.761 -2.363 -5.046
H -2.003 -3.157 -3.453
H -0.240 -2.718 -2.943
H -1.995 -1.501 -0.674
H -3.014 -2.982 -1.241
H 0.197 -2.959 -0.597
H -0.784 -4.493 -1.081
H 0.973 -1.912 1.165
H 1.311 -2.396 2.989
H 1.765 0.431 1.440
H 1.881 0.321 3.406
H 3.055 -0.698 2.226
H -1.024 -1.944 4.674
H 0.478 -0.804 4.694
H -1.246 0.864 5.623
H -1.451 1.155 3.684
H -2.638 0.022 4.620
H 0.061 -0.673 -2.247
H -1.500 0.548 -1.183
H -1.878 1.829 -2.512
H 0.566 1.560 -0.470
H 0.844 2.690 -1.946
H 0.651 4.974 0.031
H 1.277 3.301 0.631
H 0.573 4.573 2.632
H -1.135 5.105 1.898
H -0.779 3.268 2.496
H -2.888 5.026 -0.904
H -3.907 3.494 -1.318
H -4.038 4.190 0.428
H 2.772 -0.387 -4.420
H 1.611 -1.475 -3.479
H 6.346 1.457 -0.304
H 5.028 0.432 0.580
H 5.606 -0.055 -1.150
H -0.265 -0.135 -7.446
H 0.254 -2.284 -7.226
C 3.993 -3.878 -4.278
C 2.654 -4.173 -4.534
C 2.182 -5.474 -4.368
C 3.046 -6.480 -3.936
C 4.384 -6.184 -3.676
C 4.859 -4.885 -3.851
H 4.361 -2.864 -4.410
H 1.979 -3.387 -4.864
H 1.140 -5.705 -4.575
H 2.677 -7.493 -3.802
H 5.058 -6.968 -3.337
H 5.903 -4.656 -3.653
C 7.183 -5.377 -8.962
C 6.096 -5.974 -8.325
C 5.155 -5.186 -7.664
C 5.295 -3.798 -7.648
C 6.380 -3.200 -8.289
C 7.326 -3.989 -8.942
H 7.918 -5.991 -9.475
H 5.983 -7.056 -8.343
H 4.312 -5.653 -7.161
H 4.559 -3.184 -7.137
H 6.488 -2.118 -8.278
H 8.174 -3.523 -9.436
C -5.359 2.031 9.251
C -4.652 0.916 8.802
C -4.231 0.845 7.474
C -4.509 1.894 6.597
C -5.212 3.011 7.048
C -5.641 3.078 8.373
H -5.690 2.085 10.285
H -4.430 0.101 9.486
H -3.687 -0.027 7.122
H -4.176 1.841 5.564
H -5.427 3.829 6.365
H -6.194 3.946 8.722
C -2.278 -3.771 9.690
C -3.457 -3.118 9.331
C -4.444 -2.885 10.288
C -4.248 -3.296 11.607
C -3.067 -3.946 11.966
C -2.084 -4.187 11.007
H -1.510 -3.955 8.943
H -3.607 -2.792 8.305
H -5.366 -2.383 10.007
H -5.015 -3.111 12.354
H -2.914 -4.264 12.994
H -1.166 -4.697 11.286
C 0.456 -5.878 6.364
C 1.655 -6.455 5.949
C 2.048 -6.364 4.614
C 1.245 -5.687 3.695
C 0.047 -5.107 4.112
C -0.350 -5.205 5.445
H 0.148 -5.952 7.404
H 2.284 -6.977 6.666
H 2.979 -6.820 4.289
H 1.553 -5.612 2.656
H -0.578 -4.578 3.397
H -1.286 -4.758 5.768
C -1.242 7.765 -5.595
C -0.536 6.650 -6.044
C -0.115 6.579 -7.372
C -0.392 7.628 -8.248
C -1.095 8.745 -7.798
C -1.525 8.812 -6.473
H -1.573 7.819 -4.561
H -0.314 5.835 -5.360
H 0.430 5.707 -7.724
H -0.060 7.575 -9.282
H -1.310 9.564 -8.481
H -2.077 9.680 -6.124
C -1.886 6.899 6.176
C -1.360 5.620 5.995
C -0.048 5.462 5.550
C 0.742 6.583 5.295
C 0.217 7.862 5.480
C -1.098 8.020 5.916
H -2.910 7.022 6.519
H -1.974 4.746 6.200
H 0.359 4.465 5.402
H 1.766 6.460 4.953
H 0.833 8.736 5.283
H -1.509 9.017 6.054

=====

Formula: C5H10N
Source: OMol25
Level of theory: ωB97M-V with the def2-TZVPD basis set

Summary:
spin multiplicity = 1
LUMO energy = -5.76 eV
total energy = -250.87452 hartree
charge = +1
E_HOMO = -13.042 eV

Atoms and positions in Å:
C 1.894 0.940 0.392
C 2.190 -0.453 0.723
C 0.872 -0.336 -1.694
C -1.856 -0.313 0.684
C 1.512 -0.131 -0.557
N -2.991 0.155 0.313
H 1.088 1.383 1.061
H 2.657 1.604 0.035
H 3.271 -0.903 0.643
H 1.521 -0.913 1.408
H 0.578 0.463 -2.315
H 0.698 -1.244 -2.137
H -1.275 0.241 1.553
H -1.387 -1.275 0.446
H -3.391 1.123 0.540
H -3.624 -0.404 -0.275

=====

The lowest charge belongs to which entry?
C11H15N

=====

What did the third record say?
Formula: C5H10N
Source: OMol25
Level of theory: ωB97M-V with the def2-TZVPD basis set

Summary:
spin multiplicity = 1
LUMO energy = -5.76 eV
total energy = -250.87452 hartree
charge = +1
E_HOMO = -13.042 eV

Atoms and positions in Å:
C 1.894 0.940 0.392
C 2.190 -0.453 0.723
C 0.872 -0.336 -1.694
C -1.856 -0.313 0.684
C 1.512 -0.131 -0.557
N -2.991 0.155 0.313
H 1.088 1.383 1.061
H 2.657 1.604 0.035
H 3.271 -0.903 0.643
H 1.521 -0.913 1.408
H 0.578 0.463 -2.315
H 0.698 -1.244 -2.137
H -1.275 0.241 1.553
H -1.387 -1.275 0.446
H -3.391 1.123 0.540
H -3.624 -0.404 -0.275